Arrangement w

DFT (ωB97M-V with the def2-TZVPD basis set) results for the molecule C10H8N2.

## Properties
- Kohn-Sham gap (eV) = 9.1

XYZ file:
```
20
Properties=species:S:1:pos:R:3:lowdin_charge:R:1
C -3.4696 0.0530 0.0123 -0.083
C -2.7988 1.2541 -0.0939 -0.121
C -1.4368 1.2216 -0.1241 -0.026
C -0.7479 -0.0580 -0.0024 -0.131
C -1.4925 -1.2046 0.1470 -0.136
C -2.7832 -1.2057 0.1191 -0.141
C 0.7960 -0.0416 -0.0513 -0.278
C 2.7397 -1.1851 -0.1067 -0.058
C 3.4708 -0.0357 0.0506 -0.036
C 2.7497 1.1762 0.0768 -0.115
H -4.7660 -0.0754 -0.0985 0.174
H -3.2278 2.1580 -0.1696 0.063
H -0.7560 2.1107 -0.0165 0.114
H -0.7340 -2.0978 0.0643 0.146
H -3.3349 -2.2752 0.1330 0.153
H 3.2824 -1.9166 -0.2124 0.022
H 4.4875 0.0681 -0.0203 0.073
H 3.3939 2.0723 0.2861 0.123
N 1.3681 -1.1881 -0.1327 0.135
N 1.4163 1.2037 0.1140 0.122
```

Arrangement x

DFT (ωB97M-V with the def2-TZVPD basis set) results for a cluster of 2 separate species, C10H8N2 in total.

## Properties
- Kohn-Sham gap (eV) = 5.7

XYZ file:
```
20
Properties=species:S:1:pos:R:3:lowdin_charge:R:1
C 1.2849 -0.0748 1.5286 -0.090
C 0.7103 1.1813 1.3653 -0.028
C -0.6397 1.4890 1.2193 -0.033
C -1.7164 0.6106 1.2144 -0.057
C -1.7343 -0.7673 1.2099 -0.051
C -0.6599 -1.6536 1.2300 -0.030
C 0.6882 -1.3302 1.4072 -0.016
H 2.3879 -0.0918 1.5502 0.091
H 1.4073 2.0264 1.3512 0.125
H -0.8773 2.5535 1.1618 0.118
H -2.6949 1.0913 1.1856 0.115
H -2.7206 -1.2405 1.1675 0.119
H -0.8933 -2.7251 1.1663 0.121
H 1.3842 -2.1791 1.4492 0.130
C 2.6538 -0.1761 3.5170 -0.242
C 3.5578 -1.2584 3.5272 -0.296
N 4.3260 -2.1492 3.4551 0.112
C 1.8311 -0.1117 4.6523 -0.304
N 1.0879 0.0067 5.5599 0.104
H 3.0779 0.7953 3.2056 0.113
```

Arrangement y

DFT (ωB97M-V with the def2-TZVPD basis set) results for the molecule C10H8N2.

## Properties
- Kohn-Sham gap (eV) = 9.2

XYZ file:
```
20
Properties=species:S:1:pos:R:3:lowdin_charge:R:1
C 3.3186 0.0363 -0.7073 -0.076
C 2.8189 -0.8583 0.2640 -0.027
C 1.4097 -0.8875 0.5276 0.013
C 0.5490 -0.0381 -0.1759 -0.168
C 1.1160 0.9180 -1.0083 -0.038
C 2.4500 0.9092 -1.3406 -0.079
C -0.8744 0.0003 0.1153 -0.245
C -2.5134 -0.6085 1.5393 -0.197
C -3.4445 -0.1209 0.7163 -0.097
C -3.0200 0.5003 -0.3911 -0.077
H 4.3728 0.1423 -0.7035 0.088
H 3.5083 -1.5877 0.7484 0.111
H 1.0210 -1.2915 1.2018 -0.025
H 0.4097 1.4793 -1.6429 0.116
H 2.6904 1.6457 -1.9864 0.067
H -2.9198 -1.0229 2.5746 0.150
H -4.5404 -0.0962 0.7950 0.122
H -3.4660 1.0178 -1.1151 0.068
N -1.2150 -0.6956 1.3602 0.154
N -1.6709 0.5582 -0.7717 0.141
```

What is the least stable structure shown above? It is arrangement x.